Computed, not measured: a structure of composition C17H32IMnN5O3PSe3 in a non-equilibrium geometry, with the ωB97M-V functional and the def2-TZVPD basis.

Each line ends with the Mulliken charge.
Cartesian coordinates (Å):
Mn1 -0.4255 1.3969 -0.6460  0.614
O1 -0.8068 2.7246 -2.5945  -0.488
C1 -2.0743 3.2787 -2.8882  -1.634
C2 -3.2060 2.3646 -2.3912  1.982
C3 -4.5201 2.9674 -2.9383  -1.048
O2 -5.6916 2.3547 -2.4608  -0.507
C4 -3.3229 2.3238 -0.8576  -0.581
Se1 -2.0848 3.4990 0.1522  -0.503
C5 -3.0420 0.9662 -2.9908  -1.468
Se2 -1.6267 -0.1956 -2.2262  -0.512
H1 -0.1415 3.4308 -2.6056  0.316
H2 -2.1613 3.4009 -3.9799  0.447
H3 -2.1871 4.2589 -2.4098  0.475
H4 -4.5043 2.9406 -4.0409  0.349
H5 -4.5835 4.0080 -2.6077  0.429
H6 -5.5815 1.3962 -2.4901  0.332
H7 -3.1374 1.3141 -0.4699  -0.091
H8 -4.3283 2.6211 -0.5539  0.499
H9 -2.8256 1.0390 -4.0600  0.381
H10 -3.9627 0.3898 -2.8600  0.398
Se3 1.8381 2.6224 -0.6659  -0.340
C6 1.6817 3.8140 0.6686  0.335
N1 1.6750 4.5703 1.5367  -0.657
C7 2.6599 0.0422 2.2533  -0.765
N2 2.2795 -1.3074 1.8834  0.678
C8 3.0643 -2.3025 2.5796  -1.155
P1 1.8129 -1.5100 0.2725  -0.564
O3 1.0165 -0.3558 -0.1722  0.517
N3 1.0466 -3.0058 0.2246  0.293
C9 0.4417 -3.2264 -1.0786  -1.019
C10 0.2478 -3.4835 1.3322  -1.223
N4 3.1075 -1.7788 -0.7609  0.469
C11 3.7653 -0.6495 -1.3745  -0.870
C12 3.9144 -2.9696 -0.6880  -1.095
H11 2.4402 0.2012 3.3100  0.119
H12 2.0888 0.7567 1.6646  0.020
H13 3.7268 0.2315 2.0910  0.259
H14 2.7928 -2.2873 3.6415  0.326
H15 4.1401 -2.0970 2.5062  0.281
H16 2.8619 -3.2922 2.1776  0.374
H17 1.0083 -2.6832 -1.8340  0.367
H18 -0.5886 -2.8567 -1.1237  0.235
H19 0.4512 -4.2918 -1.3147  0.377
H20 0.4418 -2.8852 2.2192  0.424
H21 0.4928 -4.5314 1.5402  0.311
H22 -0.8200 -3.4178 1.1079  0.320
H23 3.1117 0.2188 -1.3263  -0.087
H24 3.9728 -0.8684 -2.4261  0.345
H25 4.7103 -0.3982 -0.8772  0.275
H26 3.3269 -3.7733 -0.2517  0.340
H27 4.8269 -2.8227 -0.0967  0.267
H28 4.2156 -3.2645 -1.6976  0.330
I1 0.4977 1.7535 5.1532  0.118
C13 -0.4526 0.7498 3.5565  -0.861
C14 -0.9817 -0.5169 3.7542  -0.030
C15 -1.6494 -1.0992 2.6825  -1.274
C16 -1.7157 -0.4186 1.4862  -0.036
N5 -1.1844 0.7995 1.3010  0.675
C17 -0.5795 1.3873 2.3444  -0.090
H29 -0.8951 -1.0247 4.7014  0.441
H30 -2.1223 -2.0649 2.7934  0.526
H31 -2.2277 -0.8471 0.6318  0.319
H32 -0.2268 2.4038 2.1936  0.333

Its charge is -1. For the HOMO energy (spin up / spin down), the calculation gives -3.489 / -3.499 eV. Its energy relative to the best compared isomer or geometry (same formula, charge and spin) is 80.54 kJ/mol. As for the LUMO energy (spin up / spin down): 0.077 / 0.077 Ha. The spin multiplicity is 6.